This record from OMol25 describes C35H36F6N5O5PS4SbW as an isolated structure in a non-equilibrium geometry. The level of theory is wB97M-V/def2-TZVPD.

Calculated values
Highest occupied orbital energy (alpha / beta), eV: -12.1794 / -12.1761
Energy relative to the best compared isomer or geometry (same formula, charge and spin), kcal per mole: 112.2
Multiplicity: 2
LUMO level (alpha / beta), Eh: -0.266 / -0.327
Net charge: +2

The geometry in XYZ format:
```
94
Properties=species:S:1:pos:R:3:mulliken_spin:R:1
W 0.1848 -0.1451 -0.5635 -0.03
O 2.5532 0.5792 -4.0522 0.00
C 2.1991 1.8382 -4.1939 0.00
C 2.9147 2.6045 -5.1327 0.00
C 2.6253 3.9286 -5.3385 0.00
C 1.6096 4.5538 -4.5979 0.00
C 0.9009 3.8405 -3.6652 0.00
C 1.1575 2.4732 -3.4470 0.00
C 0.3543 1.7463 -2.4853 0.00
O 0.2687 0.4410 -2.4347 0.00
N -0.4244 2.4495 -1.6774 0.02
N -1.0815 1.7457 -0.7243 0.00
C -2.2001 2.4588 -0.3007 0.01
S -2.0792 4.1781 -0.0410 0.00
C -3.8682 4.5219 -0.1979 0.00
C -4.6388 3.2601 0.1119 0.00
S -3.7986 1.8737 -0.7328 0.00
H 2.1296 0.1168 -3.3062 0.00
H 3.7164 2.1172 -5.6621 0.00
H 3.1795 4.4909 -6.0736 0.00
H 1.3884 5.5946 -4.7709 0.00
H 0.1127 4.3017 -3.0920 0.00
H -4.0356 4.8673 -1.2180 0.00
H -4.1004 5.3241 0.4980 0.00
H -5.6550 3.2991 -0.2757 0.00
H -4.6672 3.0428 1.1793 0.00
O -2.2672 0.2558 -2.3057 0.00
N -1.9530 -0.8529 -1.4893 0.00
C -2.4863 -1.9665 -1.9248 0.00
C -2.5052 -3.2535 -1.3175 0.00
C -3.2261 -4.2434 -2.0213 0.00
C -3.4143 -5.5023 -1.5009 0.00
C -2.8800 -5.8179 -0.2561 0.00
C -2.1349 -4.8769 0.4350 0.00
C -1.9252 -3.6023 -0.0791 0.00
P -0.9237 -2.4541 0.9479 0.00
C -1.8776 -2.6871 2.4997 0.00
C -3.2422 -2.3975 2.3909 0.00
C -4.0827 -2.5183 3.4805 0.00
C -3.5726 -2.9282 4.7048 0.00
C -2.2297 -3.2464 4.8143 0.00
C -1.3821 -3.1297 3.7226 0.00
C 0.6260 -3.4157 1.1728 0.01
C 0.9826 -4.3922 0.2366 -0.01
C 2.1014 -5.1795 0.4448 0.00
C 2.8915 -5.0013 1.5718 0.00
C 2.5699 -4.0095 2.4859 0.00
C 1.4662 -3.1959 2.2738 0.00
H -2.8093 -0.0185 -3.0754 0.00
H -3.0496 -1.9183 -2.8612 0.00
H -3.6446 -3.9946 -2.9842 0.00
H -3.9877 -6.2295 -2.0525 0.00
H -3.0447 -6.7880 0.1833 0.00
H -1.7151 -5.1254 1.3993 0.00
H -3.6407 -2.0962 1.4291 0.00
H -5.1340 -2.2901 3.3845 0.00
H -4.2200 -3.0032 5.5655 0.00
H -1.8372 -3.5882 5.7596 0.00
H -0.3485 -3.4142 3.8354 0.00
H 0.3842 -4.5428 -0.6505 0.00
H 2.3601 -5.9340 -0.2826 0.00
H 3.7739 -5.6053 1.7215 0.00
H 3.1850 -3.8594 3.3575 0.00
H 1.2700 -2.3954 2.9737 0.00
N -2.1375 0.4318 1.7654 0.00
C -1.6920 0.6350 3.1453 0.00
C -0.2902 1.2445 3.1485 0.02
C 0.7000 0.2645 2.5606 -0.01
O 1.7052 -0.0628 3.1498 0.00
O 0.3574 -0.2626 1.3908 0.03
H -2.2423 1.3505 1.3253 0.00
H -3.0565 -0.0011 1.7659 0.00
H -1.6707 -0.3310 3.6571 0.00
H -2.3632 1.2982 3.7074 0.00
H 0.0292 1.4773 4.1627 0.00
H -0.2777 2.1635 2.5531 0.03
F 0.3214 -1.8968 -1.2187 0.00
Sb 3.1685 -0.9575 0.8473 0.00
F 4.2552 0.5186 0.0898 0.00
F 1.3192 1.3012 -0.0585 -0.03
F 4.6783 -1.2188 2.0494 0.00
F 2.0847 -0.4619 -1.3720 0.00
F 4.0799 -2.2581 -0.3088 0.00
S 0.7831 3.9506 1.1011 0.99
C 2.3308 3.9814 1.7159 -0.10
N 3.0958 5.0615 1.7125 0.06
C 4.3351 5.0308 2.4580 0.00
C 4.5744 3.5812 2.8932 0.01
S 3.0787 2.6154 2.4788 0.03
H 2.7708 5.9316 1.3144 0.00
H 4.2518 5.7011 3.3220 0.00
H 5.1503 5.3921 1.8251 0.00
H 4.7248 3.4901 3.9666 0.00
H 5.4121 3.1154 2.3766 0.00
```

This record from OMol25 describes an isolated ion of composition C35H36N3O and charge +1 in a non-equilibrium geometry. The level of theory is wB97M-V/def2-TZVPD.

Calculated values
Highest occupied orbital energy, eV: -10.6575
Energy relative to the best compared isomer or geometry (same formula, charge and spin), kcal per mole: 0.0
Multiplicity: 1
LUMO level, Eh: -0.099
Net charge: +1

The geometry in XYZ format:
```
75
Properties=species:S:1:pos:R:3:mulliken_charge:R:1
C -7.6408 -0.9844 -2.4414 -1.46
C -6.2189 -0.8686 -1.9801 0.99
C -5.7372 0.3951 -1.6245 -0.87
C -4.3959 0.5837 -1.3102 -0.67
C -3.5547 -0.5145 -1.3634 0.37
N -2.1156 -0.2574 -1.1332 0.34
C -1.3243 -1.1312 -0.3333 0.29
C -0.0106 -0.4410 -0.0959 -0.69
C 0.6476 0.1228 -1.1357 -0.83
N 1.8949 0.6654 -1.0002 0.40
C 2.7540 1.0250 -2.1280 0.23
C 2.7808 -0.0190 -3.2447 -1.49
C 3.2369 -1.3571 -2.7142 0.40
C 4.6066 -1.6232 -2.6015 -0.29
C 5.0437 -2.8116 -2.0165 -0.64
C 4.1153 -3.7418 -1.5361 -0.56
C 2.7479 -3.5004 -1.7043 -0.67
C 2.3107 -2.3324 -2.3329 0.01
C 4.1154 1.2119 -1.4564 0.10
O 5.1423 1.6348 -1.9778 -0.68
N 3.9715 0.8421 -0.1449 0.49
C 5.0760 0.6697 0.7634 -1.05
C 2.6287 0.4523 0.2448 -0.64
C 2.1219 1.2393 1.4140 -1.07
C 2.0617 2.5833 1.4052 -0.14
C 1.7254 3.4042 2.5568 0.86
C 1.8328 4.8132 2.4532 -0.45
C 1.5728 5.6339 3.5470 -0.58
C 1.1903 5.0615 4.7732 -0.41
C 1.0753 3.6678 4.8942 -0.68
C 1.3365 2.8418 3.7978 -0.42
C -2.1181 -1.4921 0.9177 0.14
C -2.7362 -2.7420 1.0187 0.03
C -3.4775 -3.0695 2.1563 -0.83
C -3.5305 -2.1784 3.2371 -0.48
C -2.8988 -0.9353 3.1452 -0.79
C -2.2176 -0.5801 1.9727 -0.45
C -3.9791 -1.7798 -1.7078 -0.15
C -5.3434 -1.9619 -1.9945 -1.19
H -7.9300 -2.0323 -2.5552 0.36
H -8.3101 -0.4928 -1.7261 0.37
H -7.7712 -0.4755 -3.4076 0.31
H -6.4179 1.2453 -1.6291 0.40
H -4.0049 1.5467 -0.9723 0.42
H -1.7714 -0.1840 -2.0954 0.51
H -2.1014 0.6958 -0.7723 0.51
H -1.1530 -2.0351 -0.9386 0.57
H 0.4176 -0.5144 0.8946 0.68
H 0.2485 0.1470 -2.1608 0.20
H 2.4461 2.0004 -2.5383 0.29
H 1.7874 -0.0958 -3.7063 0.47
H 3.4922 0.3333 -4.0071 0.63
H 5.3248 -0.8821 -2.9686 0.41
H 6.1138 -2.9983 -1.9236 0.41
H 4.4568 -4.6599 -1.0545 0.40
H 2.0092 -4.2187 -1.3464 0.39
H 1.2441 -2.1625 -2.5148 0.41
H 6.0037 0.9991 0.2887 0.38
H 4.8893 1.2591 1.6659 0.30
H 5.1614 -0.3861 1.0594 0.35
H 2.6408 -0.6179 0.5251 0.57
H 1.7882 0.6465 2.2638 0.47
H 2.3010 3.1238 0.4820 0.22
H 2.1356 5.2373 1.4919 0.36
H 1.6638 6.7185 3.4482 0.38
H 0.9882 5.7006 5.6330 0.37
H 0.7787 3.2188 5.8453 0.38
H 1.2505 1.7562 3.8860 0.28
H -2.6526 -3.4520 0.1857 0.32
H -3.9827 -4.0381 2.1954 0.41
H -4.0457 -2.4740 4.1520 0.41
H -2.9306 -0.2423 3.9906 0.41
H -1.7420 0.4011 1.9079 0.43
H -3.2921 -2.6352 -1.6742 0.46
H -5.7256 -2.9580 -2.2442 0.31
```

This record from OMol25 describes C35H36N4NiO3S2Si as an isolated structure. The level of theory is wB97M-V/def2-TZVPD.

Calculated values
Highest occupied orbital energy (alpha / beta), eV: -6.6978 / -7.9162
Multiplicity: 3
LUMO level (alpha / beta), Eh: -0.015 / -0.017

The geometry in XYZ format:
```
82
Properties=species:S:1:pos:R:3:mulliken_spin:R:1
Ni 0.0283 -0.5869 1.3694 1.61
C -3.1002 6.5983 -1.7167 0.00
C -2.7655 5.2438 -1.1552 0.00
C -3.0991 4.9088 0.1540 0.00
C -2.7735 3.6705 0.6773 0.00
C -2.1023 2.7468 -0.1144 0.00
C -1.7732 3.0528 -1.4226 0.00
C -2.1111 4.2973 -1.9340 0.00
S -1.6536 1.2185 0.6462 -0.01
O -1.1329 0.3308 -0.4137 0.02
O -2.8143 0.7625 1.3661 0.01
N -0.3825 1.5055 1.5501 0.04
C -0.3208 1.3429 2.9436 0.01
C -0.9565 2.1453 3.8835 0.01
C -0.7204 1.8922 5.2216 0.01
C 0.1331 0.8587 5.5931 0.00
C 0.7055 0.0950 4.5930 0.01
N 0.4844 0.3316 3.3020 -0.01
H -3.7366 7.1624 -1.0365 0.00
H -3.6174 6.5137 -2.6733 0.00
H -2.1917 7.1796 -1.8862 0.00
H -3.6330 5.6238 0.7684 0.00
H -3.0634 3.4050 1.6859 0.00
H -1.2953 2.3115 -2.0413 0.00
H -1.8675 4.5292 -2.9633 0.00
H -1.6133 2.9390 3.5585 0.00
H -1.2030 2.4988 5.9773 0.00
H 0.3367 0.6396 6.6311 0.00
H 1.3462 -0.7493 4.8181 0.00
C 1.1547 -6.1521 3.8000 0.01
C 1.3871 -5.7128 2.5033 -0.01
C 0.7107 -4.6057 2.0136 0.01
C -0.2211 -3.9120 2.7920 0.01
C -0.4391 -4.3769 4.0919 0.02
C 0.2388 -5.4804 4.5952 0.00
Si -1.1862 -2.4280 2.1400 0.12
C -2.2775 -3.0235 0.7202 -0.01
C -3.6650 -3.1102 0.8489 0.02
C -4.4689 -3.5176 -0.2079 0.00
C -3.8972 -3.8545 -1.4259 0.01
C -2.5198 -3.7720 -1.5807 -0.01
C -1.7273 -3.3530 -0.5226 0.02
H 1.6820 -7.0160 4.1852 0.00
H 2.0975 -6.2343 1.8734 0.00
H 0.9092 -4.2910 0.9942 0.01
H -1.1588 -3.8670 4.7231 0.00
H 0.0467 -5.8190 5.6060 0.00
H -2.1265 -2.1125 3.2549 0.02
H -4.1288 -2.8462 1.7927 0.00
H -5.5430 -3.5729 -0.0800 0.00
H -4.5206 -4.1746 -2.2516 0.00
H -2.0650 -4.0278 -2.5305 0.00
H -0.6548 -3.2723 -0.6755 0.00
C 5.1158 -1.9217 -2.4587 0.00
C 5.0046 -0.4033 -2.5051 0.00
C 5.0301 0.2589 -1.1319 0.00
N 4.0066 -0.2888 -0.2295 0.01
C 2.6868 -0.3739 -0.3530 0.02
S 1.8946 -1.6675 0.4544 0.05
N 1.9289 0.4120 -1.1687 0.00
C 2.1801 1.6438 -1.7980 0.00
O 2.9739 2.4498 -1.3842 0.00
C 1.3301 1.8864 -3.0022 0.00
C 1.3739 3.1619 -3.5572 0.00
C 0.6154 3.4544 -4.6773 0.00
C -0.1937 2.4763 -5.2421 0.00
C -0.2333 1.2013 -4.6959 0.00
C 0.5347 0.9001 -3.5814 0.00
H 5.1398 -2.3420 -3.4637 0.00
H 4.2691 -2.3733 -1.9381 0.00
H 6.0294 -2.2339 -1.9473 0.00
H 4.0892 -0.1119 -3.0294 0.00
H 5.8315 0.0195 -3.0806 0.00
H 4.9036 1.3292 -1.2142 0.00
H 5.9788 0.0719 -0.6279 0.00
H 4.3339 -1.0148 0.3904 0.00
H 0.9519 0.1311 -1.1731 0.00
H 1.9997 3.9108 -3.0913 0.00
H 0.6480 4.4468 -5.1080 0.00
H -0.7930 2.7068 -6.1134 0.00
H -0.8603 0.4379 -5.1360 0.00
H 0.4961 -0.1028 -3.1783 0.00
```

This record from OMol25 describes a 2-piece molecular cluster, C35H36N4O6 overall in a non-equilibrium geometry. The level of theory is wB97M-V/def2-TZVPD.

Calculated values
Highest occupied orbital energy, eV: -6.7257
Multiplicity: 1
LUMO level, Eh: -0.087

The geometry in XYZ format:
```
81
Properties=species:S:1:pos:R:3:mulliken_charge:R:1
C -0.3101 -5.5378 -1.0514 -0.99
N -0.4253 -4.2813 -0.3425 0.30
C -1.3646 -3.3520 -0.6985 0.43
O -2.1683 -3.4642 -1.6213 -0.68
C -1.1996 -2.1651 0.2497 0.07
C -2.4967 -1.6678 0.9071 -0.20
C -3.4429 -1.0897 -0.0773 0.29
C -3.2878 0.0355 -0.8771 -0.69
N -4.3460 0.0977 -1.7631 -0.02
C -5.2072 -0.9706 -1.5381 -0.59
C -6.3159 -1.4088 -2.2481 -0.74
C -6.9346 -2.5986 -1.8298 -0.54
C -6.4434 -3.3278 -0.7284 -0.76
C -5.3195 -2.8878 -0.0195 -0.41
C -4.6814 -1.7227 -0.4496 0.99
N -0.2446 -2.6744 1.2246 0.53
C 0.0851 -1.9361 2.2966 0.10
C 0.9544 -2.3630 3.2873 0.12
C 1.3709 -1.5754 4.3508 -0.17
C 2.3213 -2.0174 5.3298 0.42
C 2.7910 -1.1389 6.3464 0.03
C 3.6864 -1.5637 7.3214 -0.80
C 4.1691 -2.8846 7.3033 -0.31
C 3.7518 -3.7606 6.2921 -0.75
C 2.8433 -3.3438 5.3241 -0.47
C 0.2351 -4.0420 0.9401 0.07
C -0.2695 -5.0454 1.9985 -1.48
C 1.7618 -4.1226 0.7645 -1.57
H -0.9473 -5.4906 -1.9359 0.38
H 0.7299 -5.7064 -1.3538 0.29
H -0.6247 -6.3765 -0.4176 0.33
H -0.7438 -1.3338 -0.3291 0.16
H -2.9779 -2.5172 1.4182 0.18
H -2.2372 -0.9254 1.6766 0.44
H -2.4847 0.7630 -0.8594 0.43
H -4.4801 0.8241 -2.4571 0.19
H -6.6649 -0.8187 -3.0954 0.37
H -7.8162 -2.9636 -2.3574 0.37
H -6.9380 -4.2542 -0.4232 0.38
H -4.9152 -3.4143 0.8507 0.35
H -0.3718 -0.9409 2.3495 0.77
H 1.3450 -3.3788 3.1953 -0.62
H 1.0223 -0.5462 4.4159 0.44
H 2.4379 -0.1084 6.3164 0.45
H 4.0191 -0.8622 8.0874 0.42
H 4.8760 -3.2242 8.0610 0.38
H 4.1371 -4.7803 6.2433 0.38
H 2.5255 -4.0492 4.5510 0.26
H -1.3689 -5.0772 1.9843 0.36
H 0.1276 -6.0448 1.7752 0.47
H 0.0507 -4.7614 3.0045 0.38
H 2.0527 -3.5456 -0.1235 0.39
H 2.2974 -3.7183 1.6261 0.41
H 2.0569 -5.1719 0.6336 0.46
C -5.0481 2.4737 5.4301 -1.23
C -3.7549 3.2038 5.1995 -0.11
O -2.6921 2.2675 5.4474 -0.30
C -1.4828 2.8205 5.1409 0.21
C -0.3722 1.9251 5.3776 -0.87
C 0.9671 2.3103 5.1619 0.77
O 1.8853 1.4800 4.9684 -0.84
C 1.3479 3.7763 5.1708 0.38
C 0.7752 4.7078 6.0561 -0.29
C 1.0797 6.0584 5.9658 -0.43
C 1.9757 6.4947 4.9696 -0.08
N 2.0767 7.8838 4.6663 0.92
O 2.7707 8.2204 3.6783 -0.60
O 1.4616 8.7128 5.3740 -0.60
C 2.6475 5.5590 4.1587 -0.39
C 2.3712 4.2058 4.3044 -0.56
O -1.4429 3.9751 4.7080 -0.70
H -5.8825 3.1510 5.2538 0.40
H -5.1448 1.6276 4.7458 0.27
H -5.1279 2.1066 6.4559 0.31
H -3.6966 3.5637 4.1639 0.29
H -3.6728 4.0516 5.8945 0.26
H -0.6002 0.8870 5.5749 0.54
H 0.0800 4.3848 6.8323 0.41
H 0.5829 6.7890 6.5974 0.43
H 3.3462 5.9163 3.4089 0.44
H 2.9208 3.4774 3.7042 0.38
```

This record from OMol25 describes C35H36N6P2Ti as an isolated structure in a non-equilibrium geometry. The level of theory is wB97M-V/def2-TZVPD.

Calculated values
Highest occupied orbital energy, eV: -13.5258
Multiplicity: 1
LUMO level, Eh: -0.255
Net charge: +2

The geometry in XYZ format:
```
80
Properties=species:S:1:pos:R:3:nbo_charge:R:1
Ti -0.0394 -0.1137 -0.2638 1.69
C -1.2324 -1.8079 -2.8033 -0.72
P 0.5092 -1.5252 -2.2883 0.96
C 1.2390 -3.1830 -2.2409 -0.41
C 2.4693 -3.4675 -2.8249 -0.19
C 3.0013 -4.7441 -2.7116 -0.18
C 2.3174 -5.7290 -2.0139 -0.17
C 1.0885 -5.4460 -1.4293 -0.21
C 0.5490 -4.1750 -1.5363 -0.18
C 1.3611 -0.5408 -3.5421 -0.41
C 2.6032 -0.0174 -3.1696 -0.15
C 3.3031 0.8089 -4.0302 -0.21
C 2.7583 1.1301 -5.2678 -0.17
C 1.5304 0.6076 -5.6440 -0.17
C 0.8283 -0.2293 -4.7873 -0.18
C -2.1005 -1.7538 -1.5821 0.10
C -3.3322 -2.2874 -1.3467 -0.23
C -3.8240 -1.7096 -0.1339 -0.23
C -2.8721 -0.8466 0.3170 0.11
C -2.9240 0.2111 1.3735 -0.72
P -1.1987 0.5019 1.9223 0.93
C -1.0043 2.2922 2.2021 -0.40
C -0.2982 2.8132 3.2856 -0.15
C -0.0646 4.1796 3.3676 -0.21
C -0.5349 5.0318 2.3803 -0.17
C -1.2547 4.5202 1.3067 -0.18
C -1.4774 3.1578 1.2102 -0.21
C -0.9430 -0.3783 3.4849 -0.40
C -1.9394 -1.1335 4.0984 -0.11
C -1.6602 -1.8237 5.2687 -0.20
C -0.3945 -1.7746 5.8326 -0.16
C 0.6095 -1.0365 5.2185 -0.19
C 0.3406 -0.3551 4.0438 -0.23
N -1.7662 -0.8829 -0.5397 -0.72
H -1.3387 -2.7504 -3.3370 0.28
H -1.5167 -0.9946 -3.4770 0.26
H 2.9975 -2.7061 -3.3853 0.23
H 3.9531 -4.9696 -3.1739 0.24
H 2.7354 -6.7237 -1.9364 0.24
H 0.5471 -6.2197 -0.9011 0.24
H -0.4310 -3.9644 -1.1142 0.21
H 3.0256 -0.2841 -2.2057 0.19
H 4.2695 1.2020 -3.7424 0.23
H 3.2978 1.7834 -5.9402 0.24
H 1.1187 0.8486 -6.6150 0.24
H -0.1222 -0.6373 -5.1062 0.23
H -3.8545 -2.9931 -1.9732 0.25
H -4.7873 -1.8964 0.3135 0.25
H -3.6015 -0.0381 2.1861 0.27
H -3.2828 1.1453 0.9368 0.27
H 0.0327 2.1645 4.0860 0.22
H 0.4796 4.5801 4.2127 0.24
H -0.3615 6.0967 2.4563 0.24
H -1.6500 5.1889 0.5519 0.25
H -2.0464 2.7729 0.3737 0.21
H -2.9352 -1.1919 3.6833 0.22
H -2.4391 -2.4077 5.7406 0.24
H -0.1848 -2.3113 6.7478 0.24
H 1.5975 -0.9932 5.6577 0.24
H 1.1292 0.2192 3.5688 0.20
N 1.6955 1.0722 0.6144 -0.87
C 3.0853 0.5675 0.7822 -0.22
C 3.1317 -0.7917 1.4669 -0.43
C 2.3901 -1.8888 0.7143 -0.22
N 0.9104 -1.7597 0.8519 -0.89
H 1.7228 1.8936 0.0160 0.42
H 1.3828 1.4362 1.5132 0.41
H 3.6730 1.2827 1.3592 0.22
H 3.5477 0.4936 -0.2015 0.21
H 2.7474 -0.7207 2.4886 0.21
H 4.1780 -1.0874 1.5476 0.26
H 2.7121 -2.8617 1.0871 0.23
H 2.6435 -1.8518 -0.3464 0.21
H 0.6948 -1.7645 1.8483 0.41
H 0.4933 -2.6144 0.4846 0.42
N -2.3872 5.1316 -2.9479 -0.27
C -1.8460 4.1155 -2.9030 0.39
N -1.2226 2.9586 -2.8566 -0.51
C -0.7111 2.1580 -2.1157 0.78
N -0.1697 1.3284 -1.4245 -0.90
```